Here is C33H38AuIN4O6P as an isolated structure in a non-equilibrium geometry from OMol25. Energies are from ωB97M-V/def2-TZVPD.

The geometry in XYZ format:
```
84
Properties=species:S:1:pos:R:3
Au -0.21141 -0.02900 0.61738
N 9.02763 3.81946 4.21859
C 8.15524 3.25483 3.72944
C 7.07598 2.54281 3.10638
C 5.75147 2.83265 3.42320
C 4.71982 2.14069 2.82222
C 4.99402 1.14862 1.88604
C 6.31563 0.86250 1.55969
C 7.34728 1.54878 2.16911
N 3.93816 0.45378 1.26506
C 4.01296 -0.77140 0.60713
C 2.77236 -1.00924 0.11930
N 1.95405 0.05605 0.43800
C 2.66246 0.89878 1.12680
H 5.53601 3.60132 4.15310
H 3.69466 2.35735 3.09100
H 6.53992 0.11392 0.81349
H 8.37460 1.32388 1.91621
H 4.90501 -1.37025 0.57860
H 2.39865 -1.85255 -0.43634
H 2.24658 1.81696 1.52220
C -2.11263 0.89815 3.21460
C -2.08032 2.26548 2.59423
C -3.05010 3.19891 2.92950
C -3.00473 4.50711 2.47057
C -1.92404 4.91695 1.69141
C -0.93046 4.03112 1.32995
C 0.23042 4.47828 0.48918
C -1.00988 2.64063 1.71378
N -0.02599 1.83426 1.29320
H -2.71513 0.91326 4.12400
H -1.10060 0.55688 3.45357
H -2.54013 0.17124 2.52595
H -3.86431 2.88760 3.57779
H -3.78468 5.20990 2.73819
H -1.86453 5.94782 1.35332
H 0.21007 5.56042 0.34240
H 0.21068 3.98113 -0.48365
H 1.17817 4.20043 0.95673
I -0.27432 -9.18748 -0.10758
C -0.11237 -7.12389 0.26693
C -0.30911 -6.64958 1.55328
C -0.21971 -5.28385 1.78823
C 0.05323 -4.40539 0.74830
C 0.25963 -4.90632 -0.53270
C 0.18173 -6.26979 -0.78446
C 0.06998 -2.91322 1.00985
O 0.14016 -2.52604 2.17736
O 0.00985 -2.17623 -0.04719
H -0.53592 -7.33224 2.36155
H -0.36257 -4.87697 2.78085
H 0.47937 -4.21172 -1.33168
H 0.33243 -6.65397 -1.78444
C -4.10065 -2.13371 -3.21281
C -2.85515 -2.27421 -2.34184
C -1.79734 -3.11362 -3.04502
C -3.20924 -2.88889 -0.99046
O -2.22019 -0.98757 -2.17053
P -2.77178 0.17138 -1.19128
O -4.22273 0.38349 -1.35247
O -2.29970 -0.09827 0.24147
O -1.84727 1.38956 -1.68117
C -1.68391 1.89425 -3.01766
C -0.47528 1.20221 -3.64494
C -1.40673 3.38193 -2.85145
C -2.92711 1.69823 -3.88532
H -4.59690 -3.10271 -3.30944
H -3.82852 -1.78326 -4.21227
H -4.78480 -1.41510 -2.76201
H -2.14134 -4.14201 -3.17590
H -0.88852 -3.10297 -2.44124
H -1.56985 -2.68648 -4.02519
H -3.59438 -3.90128 -1.12508
H -3.96255 -2.27992 -0.48575
H -2.31910 -2.91867 -0.36253
H 0.38409 1.29007 -2.97503
H -0.22948 1.66300 -4.60476
H -0.68709 0.14324 -3.79546
H -0.50096 3.53102 -2.26130
H -2.23905 3.86187 -2.33347
H -1.27457 3.84789 -3.83052
H -3.15413 0.63896 -3.99806
H -2.74900 2.13060 -4.87236
H -3.79202 2.17814 -3.42568
```

Computed properties:
- total charge = -1
- strongest force on any atom (hartree/bohr) = 0.0214
- E_tot (eV) = -74169.408
- 2S+1 = 1


Here is one molecule with the formula C3H9NS from OMol25. Energies are from ωB97M-V/def2-TZVPD.

The geometry in XYZ format:
```
14
Properties=species:S:1:pos:R:3
C -1.72009 -1.06068 -0.89017
N -0.84693 0.01767 -0.50642
C 0.45101 -0.17525 0.08508
C 1.02695 1.16487 0.47063
S 2.66425 1.04213 1.27666
H -1.58426 -1.37514 -1.92598
H -1.57327 -1.91126 -0.23725
H -2.76245 -0.75979 -0.77648
H -1.09590 0.95918 -0.73899
H 1.13818 -0.67508 -0.61373
H 0.38123 -0.79194 0.98518
H 0.37932 1.70615 1.14414
H 1.22104 1.80743 -0.38607
H 2.32093 0.05172 2.11340
```

Computed properties:
- total charge = 0
- SMILES = CNCCS
- strongest force on any atom (hartree/bohr) = 0.0167
- E_tot (eV) = -15581.682
- 2S+1 = 1


Here is CCrNO5S2 as an isolated structure in a non-equilibrium geometry from OMol25. Energies are from ωB97M-V/def2-TZVPD.

The geometry in XYZ format:
```
10
Properties=species:S:1:pos:R:3
Cr -0.55281 1.15685 0.66111
N -0.89764 -1.04064 0.60030
S 0.81983 -1.19239 0.85394
O 1.11076 0.31180 1.20922
S -1.85621 -0.84812 1.88817
O -1.96999 0.71211 2.02903
O 1.29807 -1.40270 -0.56978
C 0.83312 0.71443 -2.11981
O 0.14724 1.34694 -1.40264
O 1.06763 0.24172 -3.14954
```

Computed properties:
- total charge = 0
- strongest force on any atom (hartree/bohr) = 0.0711
- E_tot (eV) = -62854.802
- 2S+1 = 6


Here is a 2-piece molecular cluster, C14H16 overall in a non-equilibrium geometry from OMol25. Energies are from ωB97M-V/def2-TZVPD.

The geometry in XYZ format:
```
30
Properties=species:S:1:pos:R:3
C 1.89598 -1.79847 -2.55869
C 0.73036 -0.82881 -2.64124
C 0.39262 -0.03419 -1.52495
C -0.69343 0.81114 -1.56029
C -1.50592 0.93876 -2.70590
C -0.96022 0.42470 -3.85774
C 0.12260 -0.45324 -3.80806
H 2.81093 -1.38485 -2.12837
H 2.02810 -2.24637 -3.56628
H 1.52505 -2.62610 -1.95893
H 1.02701 -0.03832 -0.63049
H -0.87549 1.48331 -0.72015
H -2.42573 1.44511 -2.84899
H -1.49586 0.34993 -4.82006
H 0.64239 -0.72286 -4.74464
C 1.34073 1.40955 3.78214
C 0.31200 0.69827 2.97529
C 0.39766 -0.67379 2.76437
C -0.68525 -1.40698 2.24412
C -1.69080 -0.70061 1.64606
C -1.78348 0.69950 1.79069
C -0.80249 1.40154 2.45962
H 2.33600 0.80843 3.86579
H 1.09568 1.32568 4.84711
H 1.59420 2.44740 3.53869
H 1.26958 -1.17637 3.06764
H -0.77980 -2.49027 2.33022
H -2.41936 -1.31176 1.11917
H -2.57964 1.15310 1.20412
H -0.82341 2.49656 2.43977
```

Computed properties:
- total charge = 0
- SMILES = Cc1ccccc1.Cc1ccccc1
- strongest force on any atom (hartree/bohr) = 0.0602
- E_tot (eV) = -14776.492
- 2S+1 = 1


Here is C3H7CoO3 as an isolated structure in a non-equilibrium geometry from OMol25. Energies are from ωB97M-V/def2-TZVPD.

The geometry in XYZ format:
```
14
Properties=species:S:1:pos:R:3
O -0.99021 -2.31522 2.60577
Co -0.11374 -1.27345 1.34536
O -1.37263 -0.64509 -0.02013
C -0.86937 -0.00317 -1.20176
C 0.28662 0.90750 -0.83157
O 1.46388 0.27466 -0.42322
C 1.54107 -0.01174 1.00090
H -1.67325 0.60990 -1.63294
H -0.56215 -0.72126 -1.97576
H -0.06430 1.58934 -0.03358
H 0.51675 1.51034 -1.72334
H 2.51859 -0.50532 1.13303
H 1.62363 0.94309 1.55881
H -2.30489 -0.35955 0.19844
```

Computed properties:
- total charge = 0
- strongest force on any atom (hartree/bohr) = 0.0454
- E_tot (eV) = -46989.106
- 2S+1 = 5


Here is C30H42Br2N2P2Re as an isolated structure in a non-equilibrium geometry from OMol25. Energies are from ωB97M-V/def2-TZVPD.

The geometry in XYZ format:
```
79
Properties=species:S:1:pos:R:3
C 4.39113 0.71625 0.74525
C 3.60154 -0.07962 -0.09876
C 4.24279 -0.77756 -1.14355
C 5.64631 -0.75500 -1.18957
N 6.37590 -0.07617 -0.31605
C 5.78900 0.64838 0.62535
C 2.14196 -0.15407 0.16389
C 1.42695 -0.48267 1.34946
C 1.70903 -0.50759 2.77302
C 2.03450 0.70087 3.41725
C 1.76744 0.85487 4.77542
C 1.32627 -0.23825 5.53948
C 1.11304 -1.48575 4.90830
C 1.38148 -1.63449 3.54587
Re 0.31109 0.20194 -0.00283
P -1.67155 -0.70627 0.97564
H 3.72020 -1.38152 -1.88347
H 3.96528 1.36100 1.51241
H 6.18265 -1.32607 -1.94943
H 6.42717 1.19038 1.32530
H 1.33104 -2.61105 3.06347
H 2.44757 1.54113 2.86395
H 0.69838 -2.32035 5.46925
H 1.86398 1.83153 5.23626
C -3.15456 0.12675 0.20514
C -4.38368 -0.74990 -0.02575
H -2.83663 0.57993 -0.74474
H -3.40444 0.97145 0.86383
H -5.20755 -0.11675 -0.38245
H -4.21457 -1.51774 -0.79209
H -4.72939 -1.24572 0.89017
C -1.94016 -2.52828 0.79083
C -1.43462 -3.40578 1.93196
H -1.44162 -2.82238 -0.14342
H -3.01676 -2.68336 0.63390
H -0.34951 -3.54350 1.87694
H -1.67792 -3.00936 2.92211
H -1.89904 -4.39712 1.84096
C -2.07644 -0.42614 2.75766
C -3.39523 -1.03843 3.24102
H -2.09730 0.66415 2.89962
H -1.22243 -0.80056 3.33920
H -3.42275 -1.02119 4.33838
H -4.26622 -0.47023 2.89248
H -3.52538 -2.08258 2.93432
Br 1.00100 -0.05315 7.30559
P -0.10104 -0.24051 -2.11341
C -1.20658 -1.66820 -2.55780
C -1.92464 -1.66760 -3.91111
H -1.96778 -1.68732 -1.75780
H -0.59981 -2.57870 -2.43422
H -2.62893 -2.51379 -3.92085
H -2.51474 -0.75688 -4.07510
H -1.23417 -1.80112 -4.75468
C -1.22536 1.15485 -2.69563
C -0.88952 1.84395 -4.02224
H -1.23094 1.92197 -1.90539
H -2.24523 0.74612 -2.74450
H -1.30086 2.86587 -3.99190
H 0.18841 1.92715 -4.20004
H -1.35571 1.33576 -4.88144
C 1.39324 -0.25756 -3.18768
C 1.41963 -1.16636 -4.42455
H 2.20461 -0.55534 -2.50860
H 1.62230 0.78344 -3.46575
H 2.44592 -1.20777 -4.82107
H 1.11615 -2.19608 -4.19777
H 0.78154 -0.77830 -5.22788
Br -2.96903 4.61526 0.22319
C -1.14326 4.09387 0.01844
C -0.25293 4.83375 -0.75363
C 1.01872 4.31030 -0.98743
C 1.33872 3.04017 -0.50670
N 0.37747 2.28176 0.08871
C -0.76702 2.87167 0.56048
H -0.58353 5.77729 -1.17811
H 1.75502 4.83496 -1.59511
H 2.33289 2.59359 -0.60743
H -1.38150 2.30379 1.25546
```

Computed properties:
- total charge = +4
- strongest force on any atom (hartree/bohr) = 0.1174
- E_tot (eV) = -195517.723
- 2S+1 = 4